{
  "formula": "C33H75N6O13",
  "method": "ωB97M-V/def2-TZVPD",
  "elements": ["C", "C", "O", "N", "H", "H", "C", "H", "H", "H", "H", "H", "H", "C", "C", "O", "N", "H", "H", "C", "H", "H", "H", "H", "H", "H", "C", "C", "O", "N", "H", "H", "C", "H", "H", "H", "H", "H", "H", "C", "C", "O", "N", "H", "H", "C", "H", "H", "H", "H", "H", "H", "C", "C", "C", "C", "N", "C", "C", "C", "C", "C", "H", "H", "H", "H", "H", "H", "H", "H", "H", "H", "H", "H", "H", "H", "H", "H", "H", "H", "H", "H", "C", "C", "C", "C", "N", "C", "C", "C", "C", "C", "H", "H", "H", "H", "H", "H", "H", "H", "H", "H", "H", "H", "H", "H", "H", "H", "H", "H", "H", "H", "O", "C", "O", "O", "H", "O", "C", "O", "O", "H", "O", "C", "O", "O", "H"],
  "coordinates": [[4.8683, -2.9800, 1.5896], [5.5629, -3.3848, 0.3234], [6.7252, -3.5913, 0.2286], [4.6923, -3.2261, -0.8975], [5.0338, -3.8247, -1.6496], [3.7477, -3.6053, -0.7210], [4.4132, -1.8744, -1.5275], [4.0698, -3.6968, 1.7894], [4.5845, -1.9297, 1.5834], [5.6107, -3.1840, 2.3611], [3.4092, -2.0666, -1.9141], [5.1397, -1.7195, -2.3174], [4.1693, -1.1285, -0.7747], [3.4120, 3.0752, 0.1085], [4.0052, 3.9253, 1.1877], [3.5674, 4.9465, 1.5820], [5.3261, 3.4015, 1.7857], [4.9734, 2.8970, 2.5992], [5.8233, 2.7830, 1.1501], [6.3072, 4.4910, 2.1489], [2.3485, 2.8950, 0.2363], [3.8903, 2.1033, -0.0437], [3.6933, 3.5043, -0.8571], [6.7364, 4.9081, 1.2359], [7.1126, 4.0059, 2.6937], [5.8674, 5.3913, 2.5711], [3.1589, 0.7765, -4.6153], [2.0464, 1.5631, -5.2588], [2.1370, 2.4216, -6.0643], [0.7095, 0.9678, -4.9568], [0.4177, 0.1225, -5.4482], [0.6176, 0.6014, -3.9986], [-0.4667, 1.9584, -5.1783], [2.8612, 0.1891, -3.7487], [3.9905, 1.4482, -4.4080], [3.5579, 0.0492, -5.3274], [-0.1947, 2.9434, -5.5480], [-0.9262, 2.1391, -4.2124], [-1.0307, 1.3990, -5.9180], [-3.1292, -4.0531, -3.6281], [-1.8003, -3.6474, -4.2199], [-1.7007, -3.0453, -5.2407], [-0.6003, -3.7045, -3.2800], [-0.6768, -3.1279, -2.4315], [-0.5692, -4.6648, -2.9345], [0.6599, -3.3501, -3.9682], [-3.2487, -5.1236, -3.4453], [-4.0159, -3.7833, -4.1970], [-3.2559, -3.6045, -2.6364], [1.4337, -3.6258, -3.2486], [0.8441, -2.3085, -4.2092], [0.7684, -3.9844, -4.8448], [-1.4751, 2.7807, 3.1533], [-0.3123, 1.8361, 2.9098], [-0.7210, 0.3556, 3.0626], [0.4688, -0.5714, 2.7136], [0.3486, -2.0496, 3.0188], [0.1774, -2.4916, 4.5030], [1.0725, -3.6541, 4.8127], [1.5472, -4.1401, 3.4513], [1.6040, -2.8180, 2.6872], [-0.7719, -2.6964, 2.1901], [-1.5007, 3.0612, 4.2079], [-2.5005, 2.6013, 2.8420], [-1.1235, 3.6822, 2.6429], [0.5796, 2.1162, 3.4714], [-0.0068, 2.0325, 1.8754], [-1.6299, 0.0654, 2.5399], [-0.8989, 0.2148, 4.1324], [1.4314, -0.2455, 3.1135], [0.6962, -0.5287, 1.6446], [-0.9034, -2.6021, 4.6019], [0.3628, -1.7090, 5.2421], [0.5618, -4.3504, 5.4748], [1.9203, -3.2094, 5.3347], [0.9554, -4.8591, 2.8824], [2.4799, -4.7028, 3.5066], [1.6279, -3.0022, 1.6120], [2.4597, -2.2090, 2.9841], [-0.5383, -2.7070, 1.1235], [-1.5879, -2.0413, 2.4836], [-0.9538, -3.7571, 2.3540], [-7.4443, 3.0511, 3.0081], [-5.9141, 2.9622, 2.9218], [-5.5520, 2.8315, 1.4533], [-4.0603, 3.2305, 1.2542], [-3.7655, 3.3846, -0.2279], [-4.2382, 2.1459, -1.0619], [-3.0306, 1.7986, -1.9523], [-1.8968, 2.7751, -1.7294], [-2.2317, 3.2678, -0.3694], [-4.3751, 4.6871, -0.6961], [-7.8269, 2.3646, 2.2498], [-7.9028, 4.0235, 2.8370], [-7.8098, 2.6605, 3.9574], [-5.6017, 2.0416, 3.4176], [-5.3717, 3.7955, 3.3706], [-6.1190, 3.5142, 0.8207], [-5.7376, 1.8014, 1.1566], [-3.4615, 2.4021, 1.6334], [-3.7377, 4.1563, 1.7260], [-5.0834, 2.3095, -1.7276], [-4.4864, 1.3217, -0.4003], [-3.2532, 1.9323, -3.0119], [-2.8436, 0.7487, -1.7360], [-2.0023, 3.6040, -2.4357], [-0.9298, 2.3046, -1.9019], [-1.6843, 4.1741, -0.1097], [-1.9109, 2.4534, 0.2825], [-4.0833, 5.4767, -0.0091], [-5.4430, 4.5554, -0.8320], [-3.9038, 4.8573, -1.6642], [1.2814, -0.6643, -0.5083], [0.8441, 0.0521, -1.5783], [0.0067, -0.5262, -2.3427], [1.2664, 1.2038, -1.8244], [0.7515, -1.4431, -0.8071], [0.7584, -4.8696, 0.9824], [1.9013, -4.8806, 0.2899], [2.8838, -5.6260, 0.5510], [2.0962, -3.7679, -0.3317], [0.5028, -4.0108, 0.5871], [-2.2700, -1.1896, -0.6777], [-2.2611, -2.5440, -0.4868], [-1.1980, -3.2449, -0.5845], [-3.3265, -3.1186, -0.2053], [-1.5824, -1.0750, -1.3642]],
  "charge": 3,
  "fmax_ev_per_a": 5.51,
  "homo_energy_ha": -0.52025,
  "gap_ev": 6.91
}

=====

{
  "formula": "C10H10O3",
  "method": "ωB97M-V/def2-TZVPD",
  "elements": ["C", "C", "C", "C", "C", "C", "C", "C", "C", "C", "O", "O", "O", "H", "H", "H", "H", "H", "H", "H", "H", "H", "H"],
  "coordinates": [[-2.7717, -0.4770, -0.6633], [-2.8946, 0.4199, 0.4699], [-1.6241, -1.0856, -0.9330], [-1.8479, 0.8448, 1.1800], [-0.4323, -0.9179, -0.1696], [-0.6015, 0.1027, 0.9952], [0.1937, -2.2336, 0.4914], [1.7290, -0.7930, -0.0226], [2.4719, 1.4172, -0.7007], [2.5988, 0.2505, 0.2794], [0.7666, -0.5363, -0.9128], [1.4840, -1.9496, 0.6158], [0.3969, 0.2333, 1.7248], [-3.5535, -0.7378, -1.4202], [-3.8323, 0.8372, 0.7969], [-1.6085, -1.6233, -1.8808], [-1.7959, 1.4060, 2.0671], [-0.2741, -2.3900, 1.5054], [0.0232, -3.2416, -0.0583], [3.0808, 2.1977, -0.3990], [1.4619, 1.8151, -0.7118], [2.9204, 1.1991, -1.6747], [3.5085, 0.0511, 0.8450]],
  "e_above_lowest_kcal_mol": 77.4,
  "fmax_ev_per_a": 5.01,
  "homo_energy_ha": [-0.28389, -0.28387],
  "smiles": "C/C=C1/OC[C@]2(C=CC=CC2=O)O1",
  "gap_ev": [7.02, 7.02]
}

=====

{
  "formula": "C9H12O2S",
  "method": "ωB97M-V/def2-TZVPD",
  "elements": ["C", "C", "C", "C", "C", "C", "C", "C", "C", "O", "O", "S", "H", "H", "H", "H", "H", "H", "H", "H", "H", "H", "H", "H"],
  "coordinates": [[-0.4147, -0.7864, 1.6064], [-1.5530, -0.2108, 1.1010], [0.8597, -0.8240, 0.8303], [1.0394, -0.1005, -0.2608], [-0.4718, 1.2015, -0.5950], [-1.7022, 0.6360, -0.1616], [1.8661, -1.8338, 1.3686], [2.0389, -0.1283, -1.2166], [-2.3199, -0.1132, -1.3215], [-1.1238, 3.7099, -0.2872], [1.3353, 3.2979, -0.1900], [0.0010, 2.7650, 0.0027], [-0.3477, -1.3558, 2.5311], [-2.5117, -0.4600, 1.5766], [-2.3757, 1.5112, -0.0072], [1.8951, -1.7293, 2.4565], [2.8305, -1.6386, 0.9157], [1.7346, -2.8265, 1.0962], [3.0321, -0.4380, -0.8704], [2.1675, 0.9178, -1.6176], [1.5848, -0.6667, -2.0801], [-3.2193, -0.5719, -0.9804], [-1.6148, -0.8000, -1.8065], [-2.7304, 0.4444, -2.0904]],
  "e_above_lowest_kcal_mol": 123.9,
  "fmax_ev_per_a": 6.58,
  "homo_energy_ha": [-0.32094, -0.32089],
  "gap_ev": [7.37, 7.37]
}

=====

{
  "formula": "C7H18AuI2NO3P2",
  "method": "ωB97M-V/def2-TZVPD",
  "elements": ["I", "I", "Au", "P", "C", "C", "H", "H", "H", "H", "H", "H", "C", "H", "H", "H", "P", "C", "C", "H", "H", "H", "C", "H", "H", "H", "H", "H", "H", "C", "O", "O", "N", "O"],
  "coordinates": [[2.7052, 1.5167, -2.3640], [0.6617, 3.7247, -2.4038], [-0.4081, -0.4607, 0.2316], [1.0640, 0.8754, 1.5365], [1.4886, -0.1498, 3.0326], [2.8545, 1.4201, 1.2257], [3.3264, 1.8842, 2.1132], [1.2740, 2.6005, 3.3452], [2.8132, 2.1061, 0.3561], [0.3953, 3.2375, 1.9612], [2.2048, -0.8963, 2.7272], [3.3466, 0.4742, 0.9465], [0.4815, 2.3205, 2.5960], [2.0099, 0.4248, 3.8523], [-0.5100, 2.1909, 3.1607], [0.7150, -0.6559, 3.5530], [-0.8215, -0.6448, -2.1069], [-1.6375, -2.2668, -2.3407], [-2.1741, 0.3143, -2.9115], [0.7044, 0.2079, -3.6985], [-0.3165, -1.0235, -4.3917], [1.0434, -1.5476, -3.2928], [0.3033, -0.7858, -3.5190], [-1.8178, 1.3589, -3.1403], [-2.4293, -0.1458, -3.8803], [-1.9260, -2.2931, -3.3833], [-2.5751, -2.3809, -1.7608], [-3.1226, 0.2209, -2.3225], [-0.9348, -3.1160, -2.1704], [-1.5686, -1.9715, 1.2205], [-1.5237, -3.0283, 1.7643], [-1.1196, -1.4964, 4.1025], [-2.2167, -1.3374, 3.5235], [-2.2900, -0.6769, 2.4377]],
  "charge": 2,
  "e_above_lowest_kcal_mol": 8.9,
  "fmax_ev_per_a": 7.08,
  "multiplicity": 3,
  "homo_energy_ha": [-0.56391, -0.56378],
  "gap_ev": [6.79, 4.01],
  "s2": 2.0111
}

=====

{
  "formula": "C18H37ClFO16S4",
  "method": "ωB97M-V/def2-TZVPD",
  "elements": ["Cl", "O", "O", "O", "O", "O", "S", "O", "O", "C", "C", "C", "H", "H", "H", "H", "H", "H", "H", "H", "O", "S", "O", "O", "C", "C", "C", "H", "H", "H", "H", "H", "H", "H", "H", "O", "S", "O", "O", "C", "C", "C", "H", "H", "H", "H", "H", "H", "H", "H", "O", "S", "O", "O", "C", "C", "C", "H", "H", "H", "H", "H", "H", "H", "H", "F", "C", "C", "C", "C", "C", "C", "H", "H", "H", "H", "H"],
  "coordinates": [[0.8856, -0.5966, 0.7513], [2.0184, -1.4757, 0.7193], [-0.2006, -1.4206, 1.1524], [1.0937, 0.4450, 1.6818], [0.5329, -0.0395, -0.5178], [1.3629, -6.3588, 3.9329], [0.0041, -6.3089, 3.3675], [-0.6763, -7.6067, 3.1032], [-0.9366, -5.3364, 4.3484], [-2.3489, -5.3395, 4.0521], [-2.9875, -3.9880, 4.3413], [-0.0194, -5.3128, 1.8701], [-2.8314, -6.1330, 4.6227], [-2.4225, -5.7409, 3.0413], [-2.4017, -3.1529, 3.9571], [-3.1100, -3.8110, 5.4098], [-3.9813, -3.8311, 3.9221], [0.1123, -4.2522, 2.0846], [-0.9870, -5.3814, 1.3730], [0.7664, -5.6407, 1.1897], [-0.8971, -5.0254, -2.7683], [0.5125, -4.7674, -2.8884], [1.4284, -5.7482, -3.5033], [0.7070, -3.3585, -3.7818], [-0.0852, -2.2370, -3.3907], [0.5573, -1.0329, -3.9973], [1.1349, -4.2358, -1.2180], [-0.2564, -2.2885, -2.3155], [-1.0125, -2.3422, -3.9539], [1.5377, -0.8611, -3.5532], [0.0529, -0.0818, -3.8265], [0.7995, -1.2081, -5.0455], [1.7048, -3.3132, -1.3273], [1.7834, -5.0039, -0.7965], [0.2082, -4.2364, -0.6441], [0.3919, 5.4144, -1.8106], [-0.6668, 4.7148, -1.1327], [-1.8600, 5.4005, -0.5930], [-1.2269, 3.5460, -2.2104], [-2.5082, 2.9952, -1.8878], [-2.6349, 1.5330, -2.3193], [0.0452, 3.6304, 0.2068], [-3.3481, 3.5636, -2.2874], [-2.7441, 2.9768, -0.8238], [-1.7748, 1.0050, -1.9076], [-2.4774, 1.3351, -3.3796], [-3.4751, 0.9551, -1.9344], [-0.0329, 4.1316, 1.1716], [1.1013, 3.5014, -0.0300], [-0.4558, 2.6640, 0.2615], [7.2791, 4.3217, -2.0794], [5.8702, 4.2537, -1.7146], [4.8272, 3.8732, -2.6824], [5.7444, 3.1459, -0.5301], [4.4848, 2.5246, -0.2678], [4.4803, 1.1559, -0.9259], [5.2141, 5.7833, -0.8564], [3.5743, 3.0875, -0.4735], [4.4896, 2.3339, 0.8054], [4.3079, 1.2301, -1.9996], [3.6924, 0.4839, -0.5854], [5.4472, 0.6901, -0.7356], [6.0375, 6.1158, -0.2243], [4.4047, 5.4965, -0.1851], [4.9369, 6.4773, -1.6499], [-2.3176, 4.4045, 2.9082], [-3.0419, 3.3310, 2.4305], [-2.4664, 2.0897, 2.2398], [-3.2403, 1.1020, 1.5919], [-4.5165, 1.4250, 1.0825], [-5.1460, 2.6144, 1.3173], [-4.3391, 3.6006, 2.0272], [-1.4318, 1.9151, 2.4956], [-2.6914, 0.1809, 1.4629], [-5.0695, 0.6633, 0.5531], [-6.1258, 2.8305, 0.9177], [-4.7857, 4.5252, 2.3621]],
  "fmax_ev_per_a": 3.36,
  "multiplicity": 2,
  "homo_energy_ha": [-0.35551, -0.35539],
  "gap_ev": [6.62, 2.62],
  "s2": 0.7704
}

=====

{
  "formula": "C25H35F24NO5Si",
  "method": "ωB97M-V/def2-TZVPD",
  "elements": ["C", "C", "C", "C", "C", "C", "Si", "N", "C", "C", "O", "C", "C", "O", "H", "H", "H", "H", "H", "H", "H", "H", "H", "H", "H", "H", "H", "H", "H", "H", "H", "H", "H", "H", "H", "H", "H", "C", "C", "C", "F", "F", "F", "F", "O", "C", "C", "F", "F", "F", "F", "H", "H", "H", "H", "C", "C", "C", "F", "F", "F", "F", "O", "C", "C", "F", "F", "F", "F", "H", "H", "H", "H", "C", "C", "C", "F", "F", "F", "F", "O", "C", "C", "F", "F", "F", "F", "H", "H", "H", "H"],
  "coordinates": [[1.4378, -2.9166, 0.8699], [1.8656, -2.2987, -0.5568], [3.1596, -1.3357, -0.4166], [3.6439, -0.8546, -1.8594], [5.1481, -0.3129, -1.9478], [5.7935, 0.1949, -0.5687], [7.1361, -1.0210, 0.1363], [8.7735, -0.4266, -0.2821], [6.8162, -2.8512, -0.3198], [7.3781, -3.3117, -1.7506], [6.3722, -3.7856, -2.6810], [5.6320, -4.8786, -2.1625], [6.2033, -6.3303, -1.8463], [4.4196, -4.6728, -1.8860], [0.8047, -3.8636, 0.7700], [2.4041, -3.1430, 1.4310], [0.8426, -2.1582, 1.4812], [2.1191, -3.0986, -1.3263], [1.0233, -1.6387, -0.9858], [2.8104, -0.4205, 0.1830], [3.9470, -1.8574, 0.2185], [3.5775, -1.7523, -2.5820], [2.9212, -0.0661, -2.2486], [5.8323, -1.0673, -2.4914], [5.1227, 0.6044, -2.6512], [6.3987, 1.1480, -0.8293], [5.0442, 0.5245, 0.2256], [7.0105, -0.9130, 1.6097], [8.6744, 0.1293, -1.1487], [9.3369, -1.2734, -0.4606], [5.7085, -3.0565, -0.1501], [7.3766, -3.4855, 0.4692], [7.8433, -2.3751, -2.2407], [8.2627, -4.0471, -1.6408], [5.6431, -7.0798, -2.5085], [7.3376, -6.4227, -1.9135], [5.8708, -6.5754, -0.7697], [-3.1813, 2.1429, 0.5059], [-2.5665, 1.6340, 1.8274], [-1.3401, 2.3934, 2.3367], [-0.3028, 2.3376, 1.4830], [-0.9028, 1.8493, 3.5024], [-2.3056, 0.3099, 1.7106], [-3.5394, 1.7403, 2.7808], [-2.8147, 1.4494, -0.6958], [-1.6050, 1.8604, -1.3064], [-0.5476, 0.7518, -1.3267], [-0.2524, 0.3226, -0.0815], [0.6097, 1.2002, -1.8699], [-1.1718, 2.9929, -0.7223], [-1.9236, 2.2019, -2.5770], [-4.2580, 1.9694, 0.5892], [-3.0855, 3.2260, 0.3935], [-1.5770, 3.4441, 2.5289], [-0.8927, -0.1076, -1.9063], [-2.6056, 0.4384, 6.0760], [-1.7285, 0.0154, 7.2739], [-2.4037, -0.8677, 8.3248], [-3.4498, -0.2641, 8.9175], [-1.5274, -1.1702, 9.3176], [-1.1931, 1.1231, 7.8405], [-0.6755, -0.6883, 6.7615], [-3.2022, 1.7424, 6.1365], [-4.4256, 1.8698, 6.8294], [-4.3131, 2.7748, 8.0609], [-3.3958, 2.3134, 8.9370], [-5.4934, 2.8317, 8.7246], [-4.9121, 0.6477, 7.1164], [-5.2952, 2.4188, 5.9502], [-1.9329, 0.4981, 5.2161], [-3.3340, -0.3287, 5.8006], [-2.7470, -1.8097, 7.8867], [-4.0255, 3.7890, 7.7749], [-5.2620, 3.3335, -6.8284], [-5.2361, 1.9679, -7.5482], [-6.5487, 1.1820, -7.5498], [-6.9638, 0.8601, -6.3115], [-6.3925, 0.0084, -8.2150], [-4.2235, 1.2238, -7.0440], [-4.9052, 2.2158, -8.8506], [-4.7622, 3.3751, -5.4844], [-5.6546, 3.0329, -4.4448], [-5.2190, 1.7751, -3.6860], [-5.1196, 0.7072, -4.5063], [-6.1242, 1.4481, -2.7306], [-6.9055, 2.9458, -4.9360], [-5.6604, 4.0871, -3.5966], [-4.5726, 3.9766, -7.3829], [-6.2315, 3.8309, -6.9150], [-7.3440, 1.7434, -8.0492], [-4.2486, 1.9232, -3.2077]],
  "fmax_ev_per_a": 4.63,
  "homo_energy_ha": -0.35651,
  "smiles": "FC(F)C(F)(F)COC(F)(F)C(F)F.FC(F)C(F)(F)COC(F)(F)C(F)F.FC(F)C(F)(F)COC(F)(F)C(F)F.CCCCCC[Si@H](N)CCOC(C)=O",
  "gap_ev": 10.17
}

=====

no.,electronic energy (Ha)
1,-2608.05563
2,-612.63800
3,-898.59146
4,-1970.93770
5,-4064.15571
6,-4090.78158